# 1
C4H9N2 | the ωB97M-V functional and the def2-TZVPD basis

The value obtained for the HOMO-LUMO gap is 11.512 eV. As for the total energy: -266.97803 hartree. As for the maximum force: 4.282 eV/Å. The charge is +1. As for the energy above the lowest of the compared OMol25 structures with the same formula, charge and spin: 318.4 kJ/mol. As for the HOMO energy: -15.60 eV.

```
15
Properties=species:S:1:pos:R:3:forces:R:3:mulliken_charge:R:1
C -1.948796 -1.380342 0.992945 -0.6 4.1 0.9 -0.1861
C 1.086111 -0.548737 -0.394137 2.9 1.3 -0.6 0.0319
C -1.663473 1.045275 0.562714 0.2 -0.1 -1.3 -0.7355
C 3.197734 0.888068 -0.963601 -2.2 0.1 0.8 -0.6513
N -1.232820 -0.362281 0.592363 -1.5 -2.9 1.3 -0.1284
N 2.010810 0.126033 -0.597321 -1.5 -0.5 -0.1 -0.0087
H -1.744539 -2.397324 0.920520 1.4 -1.5 -0.6 0.2884
H -2.884225 -1.233733 1.573009 0.4 0.4 -0.7 0.2969
H -0.135844 -0.629790 0.129049 -1.6 0.2 0.3 0.2369
H -0.807492 1.590872 0.148238 -0.3 0.1 0.1 0.2168
H -2.039532 1.586691 1.426555 0.2 -0.8 0.6 0.3309
H -2.460976 1.046077 -0.178917 0.0 0.4 -0.1 0.3561
H 3.842956 0.634258 -0.177258 1.8 -0.4 0.3 0.3261
H 3.013038 1.951857 -0.914192 -0.4 0.2 0.1 0.2941
H 3.360339 0.627443 -1.967204 1.1 -0.5 -1.1 0.3319
```
Positions in Å, forces in eV/Å.

=====

# 2
C4H9N2 | the ωB97M-V functional and the def2-TZVPD basis

The value obtained for the HOMO-LUMO gap is 8.881 eV. As for the total energy: -266.91979 hartree. As for the maximum force: 3.194 eV/Å. The charge is +1. As for the energy above the lowest of the compared OMol25 structures with the same formula, charge and spin: 471.3 kJ/mol. As for the HOMO energy: -14.02 eV.

```
15
Properties=species:S:1:pos:R:3:forces:R:3:mulliken_charge:R:1
C 0.831028 0.518167 -0.339224 -0.3 1.2 0.6 0.1908
C 0.397422 0.104582 1.001678 -1.1 -0.7 0.4 0.1449
C 1.349279 -0.565969 1.973186 -2.3 -1.4 1.1 -1.1735
C -2.051852 -0.765871 -2.338710 1.1 0.3 2.6 -0.2806
N 0.666036 1.503881 0.481187 -0.4 -3.1 -0.5 -0.2457
N -1.359506 0.061478 -1.649529 -0.8 2.4 0.1 -0.4249
H -0.690782 -0.073607 1.254845 1.3 0.3 -1.0 0.3353
H 1.744014 -1.569735 1.743603 -0.1 0.6 -0.6 0.3166
H 0.754203 -0.758567 2.909271 0.5 0.3 -0.8 0.3269
H 2.097715 0.084460 2.271169 1.8 1.2 0.3 0.3730
H -2.630866 -0.581914 -3.181505 -1.1 0.9 -1.5 0.2842
H -2.167549 -1.762016 -1.914943 0.7 -0.3 -0.4 0.2217
H 1.197521 2.247910 0.842357 0.7 1.5 0.0 0.2708
H -1.540674 1.147950 -1.787582 0.5 -2.9 -0.8 0.2293
H 1.404010 0.409251 -1.265802 -0.4 -0.3 0.3 0.4313
```
Positions in Å, forces in eV/Å.

=====

# 3
C4H9N2 | the ωB97M-V functional and the def2-TZVPD basis

The value obtained for the HOMO-LUMO gap (alpha / beta) is 6.514 / 10.553 eV. Its spin multiplicity is 3. As for the total energy: -266.86284 hartree. As for the maximum force: 3.991 eV/Å. The charge is +1. As for the energy above the lowest of the compared OMol25 structures with the same formula, charge and spin: 169.0 kJ/mol. As for the HOMO energy (alpha / beta): -9.81 / -15.90 eV.

```
15
Properties=species:S:1:pos:R:3:forces:R:3:mulliken_charge:R:1
C 1.788338 -0.081546 1.013956 0.8 -1.9 2.9 0.1619
C -0.647186 -0.459301 0.579219 0.6 -1.7 0.3 -0.3128
C 2.899798 0.815686 1.121368 1.4 1.8 -0.1 -0.6071
C -2.296462 -0.098743 -1.359587 -0.9 1.7 1.9 -0.7840
N 0.637496 -0.096623 0.644130 -1.0 1.7 -3.5 -0.3215
N -1.187242 -0.917245 -0.746339 1.1 0.2 1.1 -0.1686
H -1.223447 -0.041614 1.339499 -1.7 0.2 0.7 0.4194
H 2.489760 1.500471 1.972256 0.9 -0.7 -1.6 0.2516
H 3.059616 1.363364 0.114172 -0.1 -0.4 1.6 0.2591
H 3.905842 0.415520 1.513860 -1.8 0.2 -0.8 0.3063
H -2.045763 1.018960 -1.213037 0.0 -1.9 -0.8 0.3335
H -2.424133 -0.435958 -2.398713 -0.3 0.4 0.6 0.3383
H -3.202867 -0.190003 -0.647693 1.2 -0.4 -1.6 0.3313
H -0.307137 -0.865865 -1.282229 -0.5 -0.2 -0.5 0.3977
H -1.446613 -1.927102 -0.650861 0.2 1.0 -0.2 0.3949
```
Positions in Å, forces in eV/Å.

=====

# 4
C4H9N2O | the ωB97M-V functional and the def2-TZVPD basis

The value obtained for the HOMO-LUMO gap is 10.920 eV. As for the total energy: -342.33477 hartree. As for the maximum force: 1.959 eV/Å. The charge is +1. As for the energy above the lowest of the compared OMol25 structures with the same formula, charge and spin: 59.1 kJ/mol. As for the HOMO energy: -14.22 eV.

```
16
Properties=species:S:1:pos:R:3:forces:R:3:mulliken_charge:R:1
C -0.608479 -0.215663 -1.249398 0.4 0.0 0.2 -0.9720
C -0.061765 0.508613 -0.062448 -0.9 0.5 0.0 0.5962
C 0.944562 0.381364 0.805221 0.6 -1.1 1.4 -0.5382
N 0.932183 1.443449 1.719729 -0.4 -0.2 -1.9 -0.0210
C -0.022225 2.288506 1.326286 0.3 -0.5 0.4 -0.1584
N -0.678429 1.713125 0.323828 0.4 0.9 -0.3 -0.0777
H -0.593268 -1.314780 -1.307910 -0.1 0.3 0.9 0.2618
H 0.035986 0.059097 -2.078429 -0.4 0.5 -0.5 0.2945
H -1.625012 0.167456 -1.302696 -0.1 -0.3 -0.8 0.3009
H 1.556918 -0.484268 1.010489 0.2 0.2 -0.3 0.3832
H 1.732029 1.605751 2.297310 0.0 0.4 0.7 0.2655
H -0.234130 3.269646 1.715346 0.0 0.0 0.1 0.3968
H -1.325655 2.279350 -0.221795 -0.1 -0.6 0.1 0.2736
H 0.684889 -3.664966 -1.224942 -0.2 0.2 0.2 0.3265
H -0.551535 -4.461081 -0.946560 -0.2 0.3 0.2 0.3172
O -0.186073 -3.575604 -0.804033 0.5 -0.4 -0.4 -0.6489
```
Positions in Å, forces in eV/Å.

=====

Among the records above, which one has the highest maximum force?
number 1